C4H13NO3 | ωB97M-V/def2-TZVPD

Atoms and positions in Å:
C1 0.0569 2.1314 1.2970
C2 -0.7553 1.8329 -0.0396
N1 -1.1060 0.4840 -0.2437
C3 -1.7374 -0.2058 0.9233
C4 -1.5895 -1.6263 0.6182
O1 -0.6363 -2.3072 0.2870
H1 -0.5957 2.6313 2.0721
H2 0.9237 2.7716 0.9629
H3 0.4432 1.1799 1.6076
H4 -0.1419 2.0853 -0.9201
H5 -1.6807 2.4273 -0.0763
H6 -0.3708 -0.0771 -0.6788
H7 -1.3702 0.0970 1.8639
H8 -2.7575 0.0909 0.8826
H9 -2.5630 -2.1633 0.7201
H10 2.6091 -1.2878 -2.0026
H11 2.9217 -1.2964 -3.6639
O2 2.8458 -0.8590 -2.8434
H12 1.0870 -1.8002 -0.0240
H13 2.4947 -2.4307 -0.3596
O3 1.9223 -1.6779 -0.3827

- energy above the lowest of the compared OMol25 structures with the same formula, charge and spin (eV) = 2.618
- structure (SMILES) = CCNCC=O.O.O
- HOMO (hartree) = -0.331
- total energy (a.u.) = -440.6190